Computed, not measured: C30H32N4O5 in the gas phase, with the ωB97M-V functional and the def2-TZVPD basis.

Positions of all 71 atoms, in Å:
C 4.10314 4.32261 0.17437
O 5.45549 3.97033 0.03036
C 5.77784 2.65121 -0.12459
C 7.13680 2.37341 -0.25849
C 7.54762 1.06472 -0.41134
C 6.63241 0.03062 -0.43965
C 5.26775 0.29231 -0.30273
N 4.35408 -0.75459 -0.39000
C 2.94828 -0.47080 -0.57553
C 2.27051 -1.68418 -1.22098
N 2.49018 -2.86576 -0.42337
C 1.55345 -3.62241 0.18906
O 1.83404 -4.61977 0.83161
C 0.13718 -3.16462 0.01937
C -0.77597 -3.95774 -0.66177
C -2.08337 -3.52820 -0.81001
C -2.48647 -2.30740 -0.29815
C -1.58047 -1.52796 0.41247
N -1.94766 -0.25300 0.92753
C -1.20805 0.82139 0.47970
O -0.20622 0.69390 -0.19859
N -1.62394 2.05801 0.88569
C -2.94811 2.28128 1.43251
C -3.16747 1.18602 2.46498
C -3.17938 -0.13560 1.69512
C -3.32070 -1.31914 2.65162
O -4.31003 -0.18035 0.83413
C -4.58680 0.94254 0.10938
C -5.53495 0.79906 -0.92344
O -6.03365 -0.45610 -1.08694
C -6.98337 -0.67004 -2.10183
C -5.87443 1.90690 -1.68266
C -5.28602 3.13872 -1.43064
C -4.35651 3.27482 -0.42315
C -4.00388 2.17704 0.35497
C -0.27755 -1.96841 0.58880
C 3.89612 -3.14261 -0.22852
C 4.55479 -1.93128 0.43230
C 4.85310 1.61707 -0.14082
H 4.09037 5.40773 0.26911
H 3.66288 3.87728 1.07314
H 3.51278 4.02952 -0.70033
H 7.83976 3.18988 -0.24027
H 8.59960 0.84661 -0.52206
H 6.97666 -0.98046 -0.59123
H 2.82953 0.37706 -1.24927
H 2.43944 -0.23795 0.37222
H 1.20757 -1.48028 -1.33610
H 2.71553 -1.85109 -2.20982
H -0.45465 -4.90061 -1.07730
H -2.79318 -4.14007 -1.34669
H -3.49882 -1.96237 -0.44266
H -1.17867 2.81618 0.39180
H -2.96470 3.27665 1.88807
H -2.36173 1.18465 3.19838
H -4.12373 1.31459 2.97159
H -4.17633 -1.15355 3.30002
H -3.47918 -2.23686 2.09461
H -2.42161 -1.41650 3.25325
H -7.24021 -1.72653 -2.04426
H -7.88510 -0.06980 -1.94311
H -6.57038 -0.45162 -3.09219
H -6.59382 1.82245 -2.48095
H -5.56114 3.98993 -2.03374
H -3.89693 4.23148 -0.22488
H 0.41636 -1.36516 1.15205
H 3.98229 -4.02746 0.40425
H 4.36519 -3.33569 -1.19955
H 5.61900 -2.11499 0.56860
H 4.09978 -1.78518 1.42707
H 3.80567 1.83016 -0.01053

The energy above the lowest of the compared OMol25 structures with the same formula, charge and spin comes out at 2.773 eV. The HOMO energy is -7.57 eV. As for the HOMO-LUMO gap: 8.02 eV. The SMILES is COc1cccc(N2CCN(C(=O)c3cccc(N4C(=O)N[C@@H]5C[C@@]4(C)Oc4c(OC)cccc45)c3)CC2)c1. The molecular weight is 528.61 u.

Computed, not measured: C30H33AsIrNOP as an isolated structure at a distorted geometry, with the ωB97M-V functional and the def2-TZVPD basis.

Positions of all 68 atoms, in Å:
Ir 0.32517 1.54989 -0.76253
C -2.60486 -3.15467 -1.92415
C -1.28782 -2.87803 -2.58634
C -0.87567 -3.85092 -3.47320
C 0.18251 -3.58838 -4.35758
C 1.02263 -2.49039 -4.18172
C 0.70875 -1.58392 -3.18392
C -0.48029 -1.69317 -2.48346
P -0.82657 -0.27965 -1.39984
C -1.62206 -0.96356 0.02949
C -3.02641 -0.74023 0.13917
C -3.62298 -1.11022 1.32948
C -2.85433 -1.72528 2.30293
C -1.52197 -2.08949 2.14866
C -0.90199 -1.81623 0.91084
C 0.38468 -2.38403 0.56943
C -2.13145 0.65644 -2.32040
C -2.70989 0.38765 -3.56992
C -3.71746 1.21198 -4.11022
C -4.04255 2.41738 -3.50105
C -3.29346 2.74153 -2.37706
C -2.37621 1.92396 -1.75324
C -1.56576 2.33170 -0.53274
H -3.21489 -3.90231 -2.53197
H -3.25871 -2.26819 -1.93649
H -2.63100 -3.55152 -0.89401
H -1.29315 -4.83354 -3.45244
H 0.38053 -4.24849 -5.12915
H 1.86911 -2.33776 -4.82455
H 1.41509 -0.77297 -2.91690
H -3.56531 -0.13902 -0.60559
H -4.69086 -0.88776 1.49627
H -3.26663 -2.00308 3.25964
H -1.08302 -2.68474 2.93620
H 0.69216 -2.96474 1.42254
H 1.13088 -1.65102 0.24086
H 0.24954 -3.08971 -0.28379
H -2.42315 -0.54036 -4.05871
H -4.29263 0.91748 -4.97748
H -4.76806 3.14298 -3.89294
H -3.56845 3.67823 -1.86645
H -2.02081 1.96830 0.38619
H -1.40438 3.43949 -0.49909
O 2.27216 1.62307 -3.00613
N 1.40782 1.63160 -2.17554
C 0.01328 2.15460 2.55400
As 1.46957 1.62546 1.33936
C 2.67742 3.16496 1.14453
C 2.52773 0.02568 2.06638
C 3.48760 0.53759 3.09940
C 3.07465 0.72458 4.42694
C 3.96801 1.21441 5.37197
C 5.23359 1.62275 4.97585
C 5.57448 1.67763 3.57950
C 4.75634 1.04134 2.66600
H 0.44436 2.00651 3.55782
H -0.87591 1.55212 2.35557
H -0.30989 3.18236 2.29948
H 2.65917 3.65988 2.18449
H 2.37892 3.81665 0.35382
H 3.75236 2.90017 0.89857
H 3.03298 -0.47703 1.25401
H 1.74562 -0.56332 2.51520
H 2.18189 0.30092 4.84961
H 3.58739 1.49748 6.38315
H 5.97365 2.03646 5.68221
H 6.54524 2.06661 3.19503
H 5.00334 0.83387 1.64404

The energy above the lowest of the compared OMol25 structures with the same formula, charge and spin comes out at 0.543 eV. The HOMO energy (spin up / spin down) is -16.30 / -16.36 eV. As for the HOMO-LUMO gap (spin up / spin down): 6.72 / 3.42 eV. As for the net charge: +3. The molecular weight is 721.71 u. The spin multiplicity is 5. The expectation value of S² is 6.082.

Computed, not measured: C30H33BN8PtS4 as an isolated structure, with the ωB97M-V functional and the def2-TZVPD basis.

Positions of all 77 atoms, in Å:
Pt -0.46323 -0.23636 -0.38396
S 3.34192 -5.85116 1.75477
C 3.99994 -5.64107 3.31128
C 3.80231 -4.37900 3.78349
C 3.10253 -3.56603 2.85977
C 2.78226 -4.22509 1.70213
C 2.07154 -3.70007 0.53581
C 1.31414 -2.51801 0.65627
N 0.64915 -1.98287 -0.34949
C 0.70362 -2.57725 -1.57069
C 1.39327 -3.77041 -1.78220
C 1.37624 -4.35189 -3.09707
C 0.72052 -3.75190 -4.11229
C 0.02963 -2.50532 -3.91798
C -0.65614 -1.83313 -4.93838
C -1.29956 -0.63943 -4.67678
C -1.20239 -0.12173 -3.36931
N -0.54765 -0.72603 -2.39632
C 0.04842 -1.92177 -2.65184
C -2.05001 0.08580 -5.70047
C -2.50943 -0.39793 -6.89575
C -3.20116 0.57496 -7.65672
C -3.25602 1.78093 -7.02778
S -2.47406 1.74657 -5.51367
C 2.08295 -4.32520 -0.69582
H 4.49625 -6.46349 3.80048
H 4.14839 -4.04703 4.75046
H 2.87199 -2.52489 3.03834
H 1.20988 -2.02791 1.61388
H 1.90261 -5.28392 -3.25561
H 0.70852 -4.19768 -5.09827
H -0.66654 -2.25416 -5.93551
H -1.66567 0.82533 -3.12641
H -2.37916 -1.42059 -7.21986
H -3.64088 0.38703 -8.62423
H -3.71436 2.69233 -7.37581
H 2.63830 -5.24466 -0.83873
C -0.10889 3.95505 -1.92041
N -0.46758 3.93068 -0.50624
C -0.18470 4.92943 0.39115
C -0.73610 4.55392 1.57172
N -1.35556 3.33505 1.39567
B -2.25655 2.80401 2.59298
N -2.74129 1.33532 2.41337
C -4.06153 0.98640 2.58160
C -4.15714 -0.36056 2.49492
N -2.88510 -0.83304 2.27116
C -2.52402 -2.23844 2.14935
C -2.04493 0.21566 2.22769
S -0.33267 0.08967 1.92541
C -1.19964 2.97492 0.11947
S -1.84543 1.60159 -0.72984
H 0.80014 4.53914 -2.03643
H -0.90976 4.40562 -2.50353
H 0.05731 2.93863 -2.26353
H 0.34232 5.82373 0.10673
H -0.78568 5.07121 2.51515
H -1.57231 2.90728 3.58480
H -3.24028 3.48725 2.62715
H -4.81918 1.73059 2.74497
H -5.00430 -1.01791 2.57434
H -3.39845 -2.79009 1.81582
H -2.19113 -2.62878 3.10940
H -1.72820 -2.34515 1.41696
N 4.04345 2.20931 3.58245
C 3.21245 3.10172 4.39178
C 1.74412 2.77703 4.12511
N 1.56466 2.63616 2.64642
H 4.94924 2.61828 3.39302
H 2.48407 2.31087 2.29560
H 4.21178 1.33127 4.05954
H 3.41685 4.13090 4.09309
H 3.39734 3.03521 5.46514
H 1.07937 3.55462 4.49325
H 1.44952 1.83003 4.57487
H 1.30010 3.51760 2.19998
H 0.82956 1.93884 2.41418

The energy above the lowest of the compared OMol25 structures with the same formula, charge and spin comes out at 0.000 eV. The HOMO energy is -12.50 eV. As for the HOMO-LUMO gap: 6.97 eV. As for the net charge: +2. The molecular weight is 839.81 u.

Computed, not measured: C30H33CaN13OS3 as an isolated structure, with the ωB97M-V functional and the def2-TZVPD basis.

Positions of all 81 atoms, in Å:
Ca -0.06943 -1.17147 0.65843
N 0.46059 -3.10318 2.03234
C -0.07684 -3.14735 3.39061
C -1.59599 -3.06714 3.38365
N -2.16892 -1.96293 2.60566
C -2.41221 -0.75740 3.38840
C -1.13924 -0.08580 3.87556
N -0.19345 0.12541 2.77333
C -3.35330 -2.39718 1.86506
C -2.99367 -2.94356 0.49542
N -2.29424 -1.92394 -0.28956
H 0.38609 -3.99719 1.55752
H 1.45125 -2.86804 2.08078
H 0.36828 -2.31727 3.93710
H 0.21435 -4.05748 3.92771
H -1.96491 -3.04151 4.42091
H -1.97617 -3.99827 2.95438
H -3.06309 -0.95346 4.25679
H -2.94346 -0.05162 2.74581
H -0.64458 -0.69802 4.62993
H -1.41259 0.84944 4.37537
H 0.75650 0.22328 3.11693
H -0.41410 0.96821 2.24457
H -4.01492 -1.53675 1.74639
H -3.93209 -3.13970 2.43089
H -3.89082 -3.32911 -0.00112
H -2.30886 -3.79073 0.59752
H -2.93037 -1.21600 -0.63633
H -1.84242 -2.35907 -1.09352
S -2.78514 7.26766 -1.61322
N -3.71538 5.98229 -1.31597
C -2.91365 5.03526 -0.84833
C -3.32857 3.69815 -0.44281
C -4.65214 3.28204 -0.53763
C -4.96976 2.01261 -0.11937
C -3.94506 1.21351 0.38218
N -2.67548 1.57904 0.46528
C -2.36238 2.81328 0.04729
C -0.93341 3.23049 0.12884
N -0.04460 2.32799 0.56923
C 1.22643 2.68797 0.63046
C 1.69664 3.95295 0.27637
C 0.79461 4.87797 -0.18182
C -0.54868 4.51246 -0.26375
C -1.56642 5.43096 -0.75695
N -1.35345 6.67807 -1.15549
H -5.39793 3.96097 -0.92938
H -5.98029 1.63281 -0.16681
H -4.18638 0.22004 0.73849
H 1.91262 1.92675 0.97656
H 2.75125 4.17490 0.35611
H 1.09860 5.87295 -0.47720
S 0.46711 -3.41233 -1.20679
C 1.08066 -2.71560 -2.68923
C 1.94675 -3.48365 -3.49023
C 2.50341 -3.00241 -4.65621
C 3.40655 -3.85359 -5.39871
N 4.13076 -4.53429 -5.97351
C 2.20074 -1.71200 -5.10220
C 1.33255 -0.94456 -4.34320
C 0.78468 -1.42216 -3.15795
S -0.23853 -0.27347 -2.25533
C 2.75544 -1.15359 -6.30935
N 3.17400 -0.70250 -7.27970
H 2.19504 -4.48219 -3.15819
H 1.08225 0.05184 -4.68059
C 5.40308 0.82514 -1.02126
N 4.36060 0.12270 -0.32220
C 4.50659 -0.47520 0.97927
C 3.06325 -0.78719 1.32061
O 2.71758 -1.33037 2.37476
N 2.24427 -0.37460 0.33859
C 3.02784 0.28112 -0.60648
N 2.51504 0.98850 -1.55458
H 6.36951 0.45284 -0.68582
H 5.37345 1.90828 -0.85148
H 5.34227 0.64153 -2.09568
H 4.92354 0.20856 1.72680
H 5.10379 -1.38980 0.97444
H 0.87453 0.54047 -1.96609
H 3.23047 1.40524 -2.14231

The energy above the lowest of the compared OMol25 structures with the same formula, charge and spin comes out at 1.071 eV. The HOMO energy is -7.15 eV. As for the HOMO-LUMO gap: 6.26 eV. The molecular weight is 727.96 u.

Computed, not measured: a 9-piece molecular cluster, C30H33Cl12F3O3 overall at a distorted geometry, with the ωB97M-V functional and the def2-TZVPD basis.

Positions of all 81 atoms, in Å:
Cl -27.24005 -9.42440 24.99587
C -26.30275 -8.32854 23.93653
Cl -24.66587 -8.17763 24.55700
Cl -26.29608 -8.94835 22.27600
Cl -27.11826 -6.71190 23.84468
Cl -18.73426 -4.57010 23.08289
C -19.10729 -3.50685 21.70915
Cl -17.87885 -3.75795 20.43103
Cl -20.77211 -3.79422 21.11818
Cl -19.02518 -1.81095 22.16746
Cl -15.41163 -6.48652 22.51597
C -15.04065 -6.50488 20.79584
Cl -13.96866 -7.86918 20.43276
Cl -16.56941 -6.63075 19.87722
Cl -14.26266 -5.00973 20.25691
F -26.72736 -13.14270 19.89876
C -26.63708 -11.88621 19.42149
C -27.75483 -11.07603 19.47958
C -27.67723 -9.78841 18.94817
C -26.47616 -9.36648 18.41551
C -25.32766 -10.15935 18.44080
C -25.42437 -11.45264 18.93944
H -28.71743 -11.46036 19.78792
H -28.54286 -9.14261 18.91643
H -26.36073 -8.41216 17.92042
H -24.45894 -9.82395 17.89197
H -24.53583 -12.06640 18.87214
F -20.04724 -7.57996 23.02456
C -20.81705 -7.58894 21.90805
C -22.02902 -8.23398 21.97641
C -22.81861 -8.38306 20.85288
C -22.31040 -7.80262 19.68628
C -21.11633 -7.11124 19.61425
C -20.36587 -6.93233 20.78288
H -22.31718 -8.66265 22.92943
H -23.77092 -8.89033 20.86712
H -22.95156 -7.93045 18.82037
H -20.81144 -6.69362 18.66540
H -19.44856 -6.36447 20.79708
F -25.24133 -14.27984 25.97992
C -25.14250 -13.40971 24.96919
C -26.23132 -13.07839 24.16667
C -26.08618 -12.25588 23.06793
C -24.79669 -11.89738 22.70102
C -23.68803 -12.21639 23.44973
C -23.87160 -12.93663 24.63577
H -27.21044 -13.42025 24.48535
H -26.92372 -12.02559 22.42616
H -24.70600 -11.40918 21.73665
H -22.73855 -11.73826 23.24871
H -23.08664 -13.12854 25.35632
C -20.59890 -8.32863 28.40488
C -19.96647 -7.46940 27.30680
C -19.43382 -8.18873 26.07816
O -19.90611 -6.26761 27.36612
H -19.99857 -9.22912 28.52068
H -21.60313 -8.57720 28.06396
H -20.58888 -7.69775 29.28959
H -19.38525 -7.51953 25.22004
H -20.04696 -9.06240 25.86437
H -18.38079 -8.40438 26.27606
C -17.76398 -10.58497 23.90939
C -16.86057 -10.30190 22.70701
C -17.53373 -10.03047 21.39118
O -15.66754 -10.22347 22.86941
H -18.80135 -10.46850 23.59249
H -17.59844 -9.92292 24.75337
H -17.57369 -11.62308 24.18501
H -16.85185 -10.23910 20.56815
H -17.93740 -9.02321 21.33375
H -18.39580 -10.69034 21.25732
C -27.68820 -5.98508 19.87121
C -26.32574 -5.37875 19.81543
C -25.14245 -6.26111 19.46591
O -26.15474 -4.24192 20.19669
H -28.41512 -5.17431 19.79521
H -27.91089 -6.45066 20.83161
H -27.85636 -6.68028 19.04916
H -25.14291 -7.13858 20.10655
H -24.21939 -5.69280 19.56349
H -25.15706 -6.54652 18.41206

The energy above the lowest of the compared OMol25 structures with the same formula, charge and spin comes out at 0.000 eV. The HOMO energy is -9.39 eV. As for the HOMO-LUMO gap: 9.30 eV. The SMILES is ClC(Cl)(Cl)Cl.ClC(Cl)(Cl)Cl.ClC(Cl)(Cl)Cl.Fc1ccccc1.Fc1ccccc1.Fc1ccccc1.CC(C)=O.CC(C)=O.CC(C)=O. The molecular weight is 924.02 u.

Computed, not measured: C30H33CoFN3O7 as an isolated structure, with the ωB97M-V functional and the def2-TZVPD basis.

Positions of all 75 atoms, in Å:
Co 0.63591 0.16974 0.13187
C -4.21461 -1.72284 5.27669
C -4.86816 -1.18235 4.01866
C -5.82528 -0.04140 4.31637
C -6.56107 0.36241 3.05235
C -5.58878 0.65994 1.94452
C -5.95572 1.46306 0.89087
C -5.04805 1.76394 -0.12352
F -5.45428 2.53960 -1.12684
C -3.76367 1.30501 -0.10424
C -3.35867 0.48918 0.96223
C -1.99428 0.01833 1.02937
O -1.19380 0.37405 0.08550
C -1.65381 -0.80914 2.09753
C -2.62082 -1.15069 3.02896
N -3.86386 -0.70618 3.00498
C -4.27370 0.14512 1.97410
C -0.30618 -1.41849 2.27289
O -0.14430 -2.38407 2.98622
O 0.70097 -0.85800 1.63785
H -5.00571 -1.94988 5.98944
H -3.55543 -0.98339 5.73468
H -3.66256 -2.64744 5.11548
H -5.42312 -1.98376 3.52166
H -5.26675 0.80254 4.73134
H -6.52954 -0.37102 5.07869
H -7.18841 1.23628 3.22521
H -7.22923 -0.44596 2.74095
H -6.95353 1.88051 0.84008
H -3.07432 1.55865 -0.89454
H -2.33964 -1.82578 3.82244
C 1.12302 2.33769 2.36830
O 0.68141 2.03768 1.03509
C 0.82798 3.12524 0.11060
C 0.25366 2.64394 -1.19470
O 0.88228 1.37266 -1.43401
C 0.82448 0.92353 -2.80668
H 0.51124 3.14118 2.77712
H 2.17278 2.63753 2.36391
H 0.99589 1.43447 2.95840
H 1.88822 3.37418 0.01060
H 0.28593 3.99636 0.48279
H 0.48372 3.32720 -2.01132
H -0.82434 2.49787 -1.12433
H 1.28653 1.68870 -3.42752
H -0.21010 0.75399 -3.10226
H 1.38166 -0.00374 -2.86466
C 0.81701 -5.83550 0.32853
N 0.21240 -4.57492 -0.08416
N 0.95937 -3.46481 -0.34202
C 0.11694 -2.43549 -0.60636
O 0.56314 -1.27179 -0.99619
C -1.18709 -2.91686 -0.49721
C -1.08575 -4.25813 -0.15932
C -2.15314 -5.25976 0.10393
C 2.39044 -3.51853 -0.47159
C 2.92921 -3.90388 -1.69046
C 4.30713 -3.98545 -1.81775
C 5.12233 -3.68863 -0.73306
C 4.56612 -3.31706 0.48386
C 3.18791 -3.23079 0.62597
H 1.77293 -5.63107 0.80134
H 0.96309 -6.49200 -0.52753
H 0.16013 -6.30798 1.05311
H -2.08963 -2.36084 -0.68059
H -3.12075 -4.84486 -0.16605
H -2.17603 -5.53025 1.16133
H -1.99637 -6.16984 -0.47449
H 2.27860 -4.12866 -2.52653
H 4.74343 -4.28389 -2.76104
H 6.19690 -3.75986 -0.83437
H 5.20675 -3.10910 1.33051
H 2.72707 -2.97760 1.57032
O 3.83595 0.22073 0.39648
C 2.72445 0.18609 0.31039

The energy above the lowest of the compared OMol25 structures with the same formula, charge and spin comes out at 0.141 eV. The HOMO energy is -13.95 eV. As for the HOMO-LUMO gap: 7.68 eV. As for the net charge: +2. The molecular weight is 625.54 u.